An isolated molecule of C2H7N3OS at a distorted geometry, computed with ωB97M-V with the def2-TZVPD basis set.

The geometry in XYZ format:
```
14
Properties=species:S:1:pos:R:3:forces:R:3
C 0.27620 0.10491 2.22232 0.21 0.75 -0.34
N 0.65861 -0.65340 1.05820 -0.47 -0.69 0.36
C 0.20082 -0.30809 -0.06798 0.58 -0.46 -0.95
N 0.22309 -1.24195 -1.12441 -0.13 0.70 -0.10
O 0.97508 -0.74594 -2.23026 -0.38 -0.50 -0.60
N -0.32995 0.89793 -0.38150 -1.26 2.26 0.86
S -0.91418 1.49514 -1.87939 -0.21 -0.52 0.61
H 0.64713 1.13919 2.22570 0.25 -0.02 -0.05
H 0.65340 -0.36781 3.10770 0.15 -0.26 0.42
H -0.80166 0.19830 2.30582 -0.44 -0.17 0.10
H 0.69919 -2.03276 -0.74533 0.52 -0.71 0.00
H 0.36891 -0.84408 -2.99989 0.54 0.17 0.86
H -0.53948 1.49978 0.44532 0.36 -0.74 -1.31
H -2.11715 0.85879 -1.93630 0.28 0.20 0.13
```
Forces are in eV/Å.

Summary:
**HOMO energy**: -0.333 Ha
**Relative energy (zero: lowest compared OMol25 entry of this formula, charge and spin)**: 166.1 kJ/mol
**LUMO energy**: 0.63 eV
**Structure (SMILES)**: C/N=C(/NO)NS
**Total charge**: 0

---

An isolated molecule of C2H5NO2 at a distorted geometry, computed with ωB97M-V with the def2-TZVPD basis set.

The geometry in XYZ format:
```
10
Properties=species:S:1:pos:R:3:forces:R:3
C -0.26215 0.86597 0.53072 -2.11 0.06 0.86
O 0.65278 0.17558 -0.31262 0.03 2.78 0.41
C 0.29968 -1.05197 -0.63231 3.00 1.11 0.39
N 1.21855 -1.88965 -0.95225 -0.14 1.80 -1.17
O 0.89758 -3.05704 -1.21636 0.46 -3.06 -0.53
H 0.06196 1.80634 0.91359 1.75 0.38 0.18
H -0.52847 0.26398 1.45390 0.12 0.41 -1.25
H -1.19330 1.32975 0.05742 0.76 -1.70 -0.17
H -0.57121 -1.40044 -0.28794 -3.40 -1.46 0.71
H 2.14242 -1.50557 -1.26631 -0.47 -0.33 0.57
```
Forces are in eV/Å.

Summary:
**HOMO energy (spin up / spin down)**: -0.291 / -0.291 Ha
**Relative energy (zero: lowest compared OMol25 entry of this formula, charge and spin)**: 436.6 kJ/mol
**LUMO energy (spin up / spin down)**: 0.76 / 0.76 eV
**Structure (SMILES)**: CO/C=[NH+]/[O-]
**Total charge**: 0

---

An isolated molecule of C3H2N4O at a distorted geometry, computed with ωB97M-V with the def2-TZVPD basis set.

The geometry in XYZ format:
```
10
Properties=species:S:1:pos:R:3:forces:R:3
N 0.16565 3.28264 -0.63913 0.05 -0.44 0.19
C 0.21238 2.13936 -0.51255 -0.08 0.17 -0.61
C 0.23608 0.70833 -0.34966 0.77 -1.74 -2.08
N 0.47921 -0.13883 -1.32710 -0.51 2.08 1.77
N 0.54113 -1.48232 -0.94971 -0.99 -0.60 0.91
C -0.18590 -1.81123 0.07361 1.75 -0.31 -1.65
O -0.71630 -0.96998 0.93238 -0.43 1.43 0.68
N 0.11485 0.24510 0.95456 -0.53 -0.59 0.65
H -0.38980 -2.84660 0.31610 0.00 -0.05 -0.16
H -0.45729 0.87353 1.50151 -0.02 0.05 0.30
```
Forces are in eV/Å.

Summary:
**HOMO energy**: -0.360 Ha
**Relative energy (zero: lowest compared OMol25 entry of this formula, charge and spin)**: 218.9 kJ/mol
**LUMO energy**: -0.91 eV
**Structure (SMILES)**: N#CC1=NN=CON1
**Total charge**: 0

---

A 8-piece molecular cluster, C58H57BrNO18P2 overall, computed with ωB97M-V with the def2-TZVPD basis set.

The geometry in XYZ format:
```
137
Properties=species:S:1:pos:R:3:forces:R:3
C -3.95346 3.61031 2.96824 0.14 -0.20 -0.19
C -2.45153 3.39856 2.74492 -0.26 0.46 0.31
C -1.98997 3.29183 1.28081 -0.09 0.17 0.27
P -1.64568 1.51909 0.59242 0.10 0.33 0.10
O -2.79740 0.83021 1.72736 0.10 0.02 0.27
C -0.27102 1.38837 1.99747 0.10 -0.38 0.30
C 0.85749 0.38151 2.18863 0.28 0.22 0.55
O 1.63612 0.05265 1.02402 0.16 -0.37 0.14
C 2.87328 -0.45368 1.27396 0.02 0.27 0.11
O 3.78995 0.23390 1.66294 -0.44 -0.31 -0.02
C 3.01805 -1.93774 0.99311 0.02 0.28 -0.69
C 2.15090 -2.45955 -0.16628 0.26 -0.14 -0.14
P -1.46187 -0.76755 0.06157 -0.93 -0.31 -0.21
O -2.79340 -1.44214 -0.16117 0.01 0.07 -0.08
C -0.40563 2.16058 -0.72166 0.03 0.05 0.29
C -0.42400 3.46484 -1.22969 -0.23 0.21 0.13
C 0.45802 3.85184 -2.21586 -0.07 -0.08 0.15
C 1.37962 2.92515 -2.66371 0.25 0.13 -0.34
C 1.36500 1.66917 -2.09119 0.10 0.00 -0.09
N 0.50250 1.29538 -1.16112 -0.05 -0.22 0.07
C -3.09228 1.54385 -0.81994 -0.11 0.29 -0.41
Br -2.47305 0.74623 -2.55041 0.07 0.07 0.07
C -3.78935 2.84750 -1.21429 -0.72 0.18 0.00
C -5.05372 3.10280 -0.36814 -0.10 -0.11 -0.26
H -4.11524 4.03631 3.95502 -0.13 0.01 0.01
H -4.38097 4.27079 2.21295 0.00 0.07 0.03
H -4.49744 2.66213 2.92522 -0.11 0.04 -0.06
H -2.15058 2.54975 3.35314 0.16 0.01 -0.08
H -1.97172 4.27644 3.19427 0.15 -0.04 -0.05
H -1.06878 3.87518 1.21501 0.16 -0.26 -0.09
H -2.69128 3.89609 0.70822 -0.11 -0.23 -0.17
H -3.67773 1.17584 1.56564 -0.08 -0.16 -0.17
H 0.14067 2.38311 2.18498 0.05 0.07 -0.40
H -0.86983 1.17790 2.88710 -0.07 0.09 -0.05
H 0.49084 -0.54590 2.63996 -0.16 -0.13 -0.34
H 1.55084 0.78941 2.93456 0.03 0.14 -0.10
H 2.79746 -2.49542 1.90291 0.03 0.18 0.15
H 4.07068 -2.09434 0.76403 0.04 -0.10 0.25
H 1.49067 -3.26523 0.14915 -0.13 0.10 0.03
H 2.79446 -2.88129 -0.94080 0.00 -0.03 0.00
H 1.55437 -1.67413 -0.62044 -0.11 0.06 0.09
H -0.88166 -1.39653 1.19300 0.45 0.18 -0.03
H -0.58027 -1.09903 -0.99107 0.25 -0.03 0.24
H -1.12730 4.19580 -0.86204 -0.12 -0.07 0.04
H 0.40948 4.86251 -2.60259 0.11 0.01 -0.13
H 2.09403 3.15992 -3.44099 0.05 0.03 -0.02
H 2.09274 0.92780 -2.40671 0.02 -0.09 0.00
H -3.87729 0.83696 -0.55490 0.21 -0.22 0.09
H -3.16835 3.73825 -1.19637 0.31 -0.16 0.06
H -4.14354 2.76799 -2.24279 0.15 -0.03 -0.05
H -5.92665 2.69027 -0.88023 0.01 -0.08 0.04
H -5.24254 4.16963 -0.24096 0.06 0.01 0.16
H -5.01942 2.61932 0.60599 0.09 0.17 0.13
C 2.68090 -8.19848 0.56176 0.06 0.03 0.06
C 3.18416 -7.00336 0.26618 -0.03 -0.01 -0.06
C 3.22124 -5.90926 1.26507 -0.04 -0.04 -0.07
O 3.69234 -4.82629 0.99040 0.16 -0.07 0.11
C 2.65968 -6.18526 2.61162 -0.02 -0.01 0.00
C 2.15772 -7.37822 2.91326 0.02 0.02 -0.02
C 2.13564 -8.47706 1.91401 0.03 -0.01 0.00
O 1.67983 -9.56723 2.19999 -0.03 0.00 0.01
H 2.64183 -9.01694 -0.14604 0.03 0.12 0.13
H 3.59278 -6.76526 -0.70935 -0.01 0.04 0.00
H 2.69321 -5.36772 3.32114 -0.01 0.02 -0.02
H 1.75081 -7.60862 3.88960 -0.02 -0.03 -0.01
C -2.50861 9.27592 -2.10505 0.05 -0.01 0.03
C -3.10265 8.21362 -1.56932 0.02 0.00 0.00
C -2.32039 7.15814 -0.87546 0.04 0.06 -0.04
O -2.86382 6.19151 -0.39120 -0.03 -0.01 0.02
C -0.84423 7.33617 -0.80129 0.00 -0.04 0.00
C -0.25195 8.39955 -1.33826 -0.01 -0.01 0.00
C -1.03773 9.45116 -2.03007 0.00 -0.01 0.00
O -0.49763 10.42328 -2.51878 0.01 0.02 0.00
H -3.06022 10.05275 -2.61635 0.01 -0.03 0.04
H -4.17407 8.06307 -1.61225 0.00 -0.02 0.00
H -0.28996 6.55513 -0.29374 -0.05 -0.03 0.00
H 0.81946 8.55051 -1.29946 0.00 0.01 -0.01
C 4.43606 -3.76571 -4.93895 0.00 0.03 -0.01
C 4.61430 -2.70923 -5.72595 0.00 -0.01 0.01
C 5.25447 -1.46833 -5.21728 -0.02 -0.02 0.02
O 5.42053 -0.50874 -5.93805 0.03 0.01 -0.02
C 5.68461 -1.45280 -3.79600 0.00 0.00 0.00
C 5.50695 -2.50960 -3.00824 0.00 0.01 0.01
C 4.87188 -3.75087 -3.51895 -0.03 -0.01 0.02
O 4.71781 -4.72131 -2.80898 0.05 -0.05 0.02
H 3.97101 -4.68031 -5.28396 -0.01 -0.01 0.02
H 4.30702 -2.69468 -6.76380 0.00 0.02 0.00
H 6.14476 -0.53704 -3.44758 -0.02 0.02 -0.01
H 5.81005 -2.51779 -1.96874 -0.04 -0.03 0.01
C 7.19212 -7.40480 3.86511 0.01 -0.01 0.00
C 8.35509 -6.76125 3.89686 -0.01 0.00 -0.01
C 8.93985 -6.16295 2.66821 -0.03 0.00 0.00
O 10.00254 -5.58191 2.69976 0.03 -0.01 0.00
C 8.17378 -6.30701 1.40448 0.00 -0.01 0.00
C 7.01084 -6.95099 1.37177 0.00 0.01 0.01
C 6.42968 -7.55164 2.59938 0.01 0.06 -0.06
O 5.36848 -8.13613 2.56746 -0.01 -0.05 0.07
H 6.74473 -7.84947 4.74499 -0.02 0.00 -0.01
H 8.93115 -6.63977 4.80530 0.01 0.02 -0.01
H 8.61733 -5.85878 0.52474 0.01 0.02 0.01
H 6.43202 -7.06679 0.46392 -0.02 0.01 0.01
C -1.18775 -12.25718 0.02233 0.00 0.00 0.00
C -0.02429 -11.61234 0.03831 -0.02 -0.05 0.03
C 0.54031 -11.03130 -1.20450 -0.04 0.00 0.11
O 1.60321 -10.44822 -1.18752 -0.01 -0.15 -0.30
C -0.23495 -11.18527 -2.46055 -0.01 -0.01 -0.01
C -1.39711 -11.83102 -2.47331 0.02 0.00 0.01
C -1.96550 -12.41959 -1.23161 0.03 0.03 0.00
O -3.02422 -13.00903 -1.24745 -0.01 -0.03 -0.01
H -1.62500 -12.69085 0.91259 -0.02 0.00 -0.01
H 0.56432 -11.46903 0.93664 0.00 0.06 -0.02
H 0.20127 -10.74637 -3.34877 0.01 0.01 0.01
H -1.98380 -11.96075 -3.37371 -0.02 0.00 0.01
C -4.57408 11.48277 -6.12270 -0.01 0.01 -0.01
C -4.36595 12.39782 -7.06473 0.00 0.00 0.01
C -3.95759 13.78332 -6.71690 0.00 -0.02 0.02
O -3.77119 14.61801 -7.57487 0.00 0.02 -0.02
C -3.78760 14.10675 -5.27695 -0.01 -0.01 0.00
C -3.99557 13.19199 -4.33477 0.00 0.01 -0.01
C -4.40538 11.80912 -4.68467 0.02 0.01 -0.02
O -4.59377 10.97360 -3.82593 -0.09 0.05 -0.05
H -4.87173 10.46682 -6.34867 0.01 -0.01 0.02
H -4.48096 12.18607 -8.11999 0.01 0.02 -0.01
H -3.48696 15.12140 -5.04955 0.01 0.00 -0.02
H -3.87710 13.40136 -3.27940 0.01 -0.02 0.01
C -4.33719 -0.13091 5.82525 -0.01 -0.02 0.02
C -4.01422 1.12774 5.53759 0.01 0.03 0.03
C -4.29710 2.23153 6.49465 0.08 -0.13 -0.21
O -4.00386 3.37660 6.22989 -0.01 0.08 0.27
C -4.95062 1.87804 7.78187 -0.01 0.00 0.00
C -5.27098 0.61967 8.06587 0.00 0.02 0.00
C -4.98876 -0.48451 7.10980 0.02 0.02 -0.04
O -5.28416 -1.62899 7.38226 -0.01 -0.02 0.03
H -4.14235 -0.94953 5.14387 0.00 0.00 -0.01
H -3.53695 1.40775 4.60512 0.00 -0.03 0.00
H -5.14460 2.69947 8.46026 0.01 0.01 -0.01
H -5.74743 0.33325 8.99508 0.00 -0.02 0.00
```
Forces are in eV/Å.

Summary:
**HOMO energy**: -0.152 Ha
**LUMO energy**: -0.65 eV
**Total charge**: -1

---

An isolated ion of composition C27H39N2O2Si and charge +1 at a distorted geometry, computed with ωB97M-V with the def2-TZVPD basis set.

The geometry in XYZ format:
```
71
Properties=species:S:1:pos:R:3:forces:R:3
C -5.21045 3.19753 -3.16161 0.18 -0.12 0.00
C -4.44429 2.24103 -2.23980 -0.04 -0.27 0.48
C -2.96402 2.00497 -2.60251 -0.03 -0.04 -0.55
C -2.32421 0.87627 -1.78652 0.96 0.28 -0.27
O -0.79272 1.12532 -1.88900 0.33 -0.12 1.13
C 0.20618 0.52047 -1.26413 0.47 1.59 -0.99
C 0.19568 -0.94518 -1.02097 -0.26 0.12 -1.33
O 1.31620 1.18850 -1.16491 -1.45 -0.29 -1.77
Si 2.13816 2.13250 -2.69185 -0.06 -0.14 0.65
C 3.25247 3.20966 -1.70183 0.19 0.11 0.34
C 2.95682 0.75904 -3.62033 0.02 -0.38 0.18
C 1.03145 3.07763 -3.85172 -0.50 0.11 0.17
H -6.18984 3.42720 -2.73260 0.15 -0.04 -0.03
H -4.67808 4.14082 -3.30065 0.00 -0.03 0.02
H -5.38744 2.75780 -4.14755 0.12 0.03 0.09
H -4.47915 2.62617 -1.20976 -0.03 -0.08 -0.18
H -4.98060 1.28033 -2.22329 0.15 0.13 0.02
H -2.91182 1.73317 -3.67005 0.14 0.19 0.28
H -2.40051 2.94739 -2.46327 -0.16 -0.52 0.01
H -2.57481 0.93916 -0.72385 0.21 -0.04 -0.27
H -2.50836 -0.12751 -2.20195 0.01 0.42 0.25
H 1.09769 -1.26751 -1.59424 -0.64 0.04 0.37
H -0.71880 -1.27031 -1.54829 0.58 -0.06 -0.02
H 4.02711 3.69408 -2.30774 -0.18 -0.14 -0.07
H 2.69378 4.00685 -1.20085 0.01 -0.12 -0.05
H 3.76467 2.62655 -0.92930 -0.07 0.05 -0.09
H 3.71766 1.15885 -4.30291 -0.15 0.11 0.15
H 3.46266 0.05925 -2.94941 -0.02 0.02 -0.06
H 2.25024 0.19640 -4.23766 0.01 0.03 0.09
H 1.62561 3.47686 -4.68803 0.16 -0.23 0.29
H 0.25040 2.46303 -4.30685 0.05 -0.02 0.11
H 0.55173 3.94413 -3.38716 0.02 -0.14 0.06
C -3.86803 1.81433 4.33962 -0.25 0.02 0.07
N -2.51450 1.33073 4.46366 -0.21 0.02 0.14
C -1.91144 1.52334 5.76394 0.04 0.10 -0.02
C -1.85056 0.70743 3.44935 -0.15 -0.09 -0.25
C -0.47414 0.41505 3.58647 -0.33 0.00 -0.33
C 0.18501 -0.27053 2.57933 -0.37 0.30 -0.16
C -0.48639 -0.70363 1.43817 0.25 -0.27 -0.46
C 0.15356 -1.57216 0.35395 -0.66 -1.86 1.69
C 1.37639 -2.38670 0.75677 0.59 -0.13 1.04
C 2.16554 -3.20376 -0.15463 0.10 0.32 0.88
C 1.99067 -3.63816 -1.46556 0.71 -0.39 -0.53
C 2.95165 -4.50381 -2.01376 -0.32 0.43 -0.16
C 4.05989 -4.95217 -1.27470 0.00 0.21 0.59
C 4.19704 -4.59541 0.07337 0.18 -0.36 -0.83
C 3.23569 -3.75534 0.60370 -0.73 0.10 0.64
N 3.02078 -3.43086 1.93369 -0.16 0.16 -0.24
C 3.89835 -3.74517 3.04214 0.10 0.04 0.23
C 1.89036 -2.65404 2.04005 -0.08 0.16 -1.86
C -1.84860 -0.42130 1.29395 -0.04 0.31 0.34
C -2.52671 0.31425 2.25615 0.18 -0.06 0.13
H -4.21757 1.76618 3.31053 0.06 0.16 0.19
H -4.55981 1.21799 4.95187 0.08 0.13 -0.06
H -3.92405 2.86002 4.66569 -0.03 -0.14 -0.02
H -1.16788 0.75432 5.97120 -0.15 0.02 0.05
H -1.42424 2.50341 5.83400 -0.02 -0.05 0.13
H -2.68614 1.45019 6.53182 0.08 0.09 -0.08
H 0.06148 0.73383 4.47846 -0.05 -0.09 -0.41
H 1.23820 -0.46876 2.68490 0.05 0.14 -0.03
H -0.60804 -2.37759 0.23590 0.27 0.41 -0.11
H 1.11230 -3.33929 -2.03696 0.28 -0.15 -0.03
H 2.85365 -4.81072 -3.05662 -0.04 -0.01 0.34
H 4.80402 -5.60678 -1.73412 -0.32 0.22 0.11
H 5.00232 -4.98595 0.69347 -0.15 0.03 -0.28
H 4.70797 -4.38368 2.67430 -0.25 0.12 0.25
H 4.34781 -2.83058 3.47217 -0.21 -0.40 -0.20
H 3.33477 -4.27741 3.82410 0.29 0.14 -0.23
H 1.50540 -2.41502 3.02035 0.17 0.12 -0.16
H -2.40812 -0.79830 0.42314 0.33 0.08 0.50
H -3.59007 0.53565 2.11077 0.58 -0.26 0.10
```
Forces are in eV/Å.

Summary:
**HOMO energy**: -0.356 Ha
**Relative energy (zero: lowest compared OMol25 entry of this formula, charge and spin)**: 0.0 kJ/mol
**LUMO energy**: -2.93 eV
**Total charge**: +1